(1)
Entry from OMol25: a cluster of 10 separate species, C40H110N10O10 in total at a distorted geometry (ωB97M-V/def2-TZVPD).

```
170
Properties=species:S:1:pos:R:3
O 21.824 11.107 26.372
O 14.700 11.237 25.845
O 18.481 13.884 22.725
O 22.396 13.985 20.532
O 22.117 10.441 19.439
O 18.398 13.718 28.143
O 13.846 20.554 25.442
O 12.792 21.308 18.166
O 9.600 12.184 24.195
O 11.880 18.082 21.019
N 18.244 16.122 20.945
N 14.561 18.833 22.248
N 15.502 13.991 27.977
N 25.414 11.188 25.562
N 8.960 20.376 21.270
N 21.730 15.660 23.800
N 12.353 11.375 23.986
N 24.733 9.609 16.958
N 20.860 14.733 26.420
N 12.889 19.070 16.555
C 22.748 9.665 18.475
C 10.458 12.780 23.230
C 17.414 13.966 21.777
C 14.050 18.971 23.606
C 9.735 12.740 25.498
C 21.138 13.850 19.898
C 22.654 16.666 21.760
C 20.829 9.962 19.819
C 17.090 15.454 21.595
C 10.375 20.047 20.970
C 19.184 14.911 28.281
C 19.677 15.461 26.935
C 14.027 10.467 26.791
C 13.496 19.003 17.907
C 23.831 10.466 17.750
C 14.435 17.785 24.480
C 14.522 14.586 25.774
C 19.159 12.516 28.089
C 18.778 12.571 23.144
C 15.914 15.668 20.652
C 20.792 10.214 26.049
C 18.506 15.460 25.934
C 12.811 13.200 22.462
C 13.003 22.604 18.647
C 11.327 21.178 21.396
C 11.929 16.722 21.318
C 10.707 18.689 21.546
C 14.456 20.329 24.180
C 11.930 12.733 23.619
C 22.319 14.194 21.907
C 24.072 11.698 25.775
C 21.757 15.555 22.342
C 23.136 10.587 26.233
C 15.583 12.233 26.409
C 14.241 21.804 25.941
C 23.478 12.353 24.528
C 14.765 13.472 26.803
C 14.674 18.037 17.865
C 23.230 11.464 16.776
C 13.883 20.406 18.351
H 10.994 16.240 21.000
H 22.029 9.382 17.682
H 22.534 16.592 20.673
H 9.002 20.763 22.212
H 23.342 14.180 22.284
H 20.464 14.704 19.997
H 20.194 10.179 18.952
H 23.174 11.604 23.781
H 13.881 13.088 22.623
H 9.659 13.829 25.445
H 14.993 15.386 21.171
H 20.866 9.278 26.606
H 12.737 18.638 18.600
H 14.660 10.030 27.567
H 12.484 12.648 21.580
H 11.523 21.192 22.475
H 10.708 12.465 25.916
H 14.516 14.214 24.742
H 21.383 16.583 24.060
H 13.600 19.276 15.863
H 24.114 12.487 26.530
H 13.675 23.219 18.045
H 16.853 15.891 22.571
H 16.007 15.099 19.727
H 13.811 13.174 27.245
H 14.383 19.712 21.764
H 18.756 16.026 25.028
H 13.898 18.200 21.807
H 25.457 10.537 24.785
H 9.891 18.031 21.229
H 26.048 11.940 25.327
H 12.645 14.270 22.295
H 15.540 20.482 24.216
H 13.617 22.592 25.508
H 15.836 16.719 20.377
H 15.319 14.956 28.241
H 17.763 13.511 20.843
H 15.210 17.997 18.815
H 24.424 11.007 18.489
H 14.687 20.838 17.745
H 16.280 12.479 25.602
H 12.237 19.845 16.579
H 14.013 16.867 24.061
H 13.601 9.612 26.243
H 13.023 11.402 24.758
H 22.855 12.410 17.169
H 16.566 13.393 22.165
H 23.193 9.805 25.470
H 19.371 12.642 24.059
H 18.471 11.727 27.790
H 8.787 21.155 20.642
H 8.969 12.323 26.146
H 12.108 13.347 24.510
H 12.739 16.198 20.807
H 12.949 18.988 23.647
H 23.960 11.801 16.032
H 15.508 17.590 24.393
H 16.505 14.017 27.758
H 20.808 13.718 26.443
H 13.329 22.638 19.692
H 23.475 10.261 27.219
H 22.355 17.685 22.010
H 23.084 8.668 18.797
H 19.499 12.275 29.103
H 24.192 8.978 16.367
H 17.555 15.881 26.259
H 10.078 13.766 22.933
H 24.069 13.084 23.978
H 14.177 17.062 17.900
H 20.849 14.871 25.400
H 10.238 12.192 22.333
H 14.092 20.363 19.429
H 21.307 13.725 18.830
H 20.033 14.655 28.923
H 10.538 19.953 19.890
H 17.968 17.100 20.956
H 19.842 10.701 26.283
H 10.791 18.806 22.636
H 20.660 12.948 20.295
H 16.129 11.735 27.208
H 14.105 21.092 23.471
H 20.116 16.460 26.968
H 15.291 18.117 16.977
H 17.911 11.985 23.475
H 12.019 23.072 18.680
H 22.506 12.826 24.697
H 14.198 21.847 27.032
H 18.452 15.591 28.722
H 12.353 21.128 21.018
H 20.764 15.659 21.914
H 19.311 12.081 22.324
H 11.564 10.896 24.425
H 12.076 16.450 22.374
H 14.079 17.985 25.489
H 25.186 8.951 17.593
H 22.695 15.771 24.117
H 21.716 13.449 22.444
H 13.080 10.870 27.182
H 19.052 15.989 21.542
H 20.056 12.491 27.478
H 23.706 16.499 21.990
H 18.358 14.465 25.506
H 20.449 10.435 20.717
H 15.285 15.365 25.745
H 13.569 15.087 25.947
H 15.293 22.081 25.785
H 22.482 11.019 16.110
H 20.889 8.871 19.873
H 10.915 22.105 20.996
H 20.669 10.017 24.977
```

Properties
Kohn-Sham gap, eV: 9.41
Energy above the lowest of the compared OMol25 structures with the same formula, charge and spin, kJ/mol: 279.8
Lowest unoccupied orbital energy, eV: 0.54
SMILES: COC[C@H](C)N.COC[C@H](C)N.COC[C@H](C)N.COC[C@H](C)N.COC[C@H](C)N.COC[C@H](C)N.COC[C@H](C)N.COC[C@H](C)N.COC[C@H](C)N.COC[C@H](C)N
E, Ha: -2889.704615

Atom charges from the Löwdin analysis, given in e for atoms 1 to 5: -0.208, -0.225, -0.217, -0.160, -0.188

=====

(2)
Entry from OMol25: a cluster of 10 separate species, C40H110N10O10 in total at a distorted geometry (ωB97M-V/def2-TZVPD).

```
170
Properties=species:S:1:pos:R:3
O -2.305 6.968 2.107
O -3.368 0.862 -5.525
O 1.514 -7.253 1.922
O 3.382 -2.320 9.549
O 9.349 0.809 1.492
O 0.425 0.493 -0.109
O 6.644 5.524 -2.982
O -0.201 5.243 -11.428
O -11.798 -4.790 6.346
O -6.176 -4.079 -1.000
N -0.961 0.293 2.230
N -0.249 -7.822 4.019
N 5.709 1.892 1.045
N -9.846 -2.746 7.019
N -4.328 -7.297 -1.628
N 0.178 7.233 -9.234
N 2.222 -0.040 6.941
N -3.950 -2.398 -7.044
N 9.944 7.259 -2.773
N 0.098 9.563 1.167
C 6.916 0.402 -0.333
C -4.043 2.090 -5.343
C 4.320 -2.680 10.516
C -0.095 7.453 -0.019
C -5.839 -2.668 -0.981
C 9.039 6.297 -3.367
C -8.178 -3.832 5.758
C 1.867 -8.242 2.853
C 3.583 -1.066 8.843
C -5.823 -6.842 0.265
C 2.655 -1.255 7.602
C -0.451 -0.935 1.649
C 0.571 -8.867 3.493
C 9.590 4.878 -3.032
C 2.661 -6.564 1.382
C -2.022 -0.807 -7.340
C 0.683 0.772 -1.517
C -12.661 -5.913 6.635
C -2.541 6.232 3.325
C 7.651 6.475 -2.615
C 0.470 5.854 -9.089
C -10.420 -5.005 6.313
C 6.371 5.344 -4.336
C -1.391 -2.061 2.115
C -5.034 -4.904 -1.276
C 8.263 1.729 1.398
C -1.101 4.565 -12.251
C -5.392 -6.387 -1.207
C -9.669 -3.690 5.952
C -4.073 -0.002 -6.334
C 0.098 5.532 -7.628
C 3.339 -2.241 6.544
C -1.169 7.803 2.286
C -0.766 8.435 0.972
C -3.182 -1.234 -6.515
C 10.636 1.467 1.582
C -0.305 -9.649 2.484
C 6.877 1.018 1.080
C -0.358 4.952 -10.037
C -0.366 -0.655 0.159
H 0.218 -10.560 2.193
H 0.337 9.811 0.218
H -1.326 8.551 3.062
H -6.704 -6.238 0.482
H -7.838 -4.541 5.004
H -2.760 -1.490 -5.544
H -1.668 8.811 0.489
H 7.176 7.437 -2.805
H -6.797 -2.148 -0.958
H 2.698 -2.810 5.871
H 0.913 9.165 1.611
H -10.803 -2.423 7.025
H 3.222 -0.186 9.375
H 11.013 1.600 2.596
H 9.637 8.195 -2.996
H 0.502 7.978 -0.764
H -4.546 -4.663 -2.220
H 5.918 2.775 0.602
H 6.085 6.301 -4.773
H 4.302 -2.051 11.406
H -1.250 -9.956 2.933
H -5.007 -6.698 0.973
H 0.865 7.843 -8.814
H 1.526 0.466 7.470
H -0.411 0.985 1.741
H 7.743 6.493 -1.529
H -7.607 -4.108 6.645
H 0.781 -9.503 4.354
H 3.905 -1.665 5.811
H -2.425 -1.826 1.864
H -9.857 -3.364 7.818
H -1.226 -1.552 -7.301
H 8.523 2.611 0.812
H 6.743 0.201 1.790
H 11.254 0.730 1.068
H 10.507 4.597 -3.549
H 0.554 -1.175 1.996
H 2.522 -7.870 3.642
H 1.791 -1.792 7.995
H -1.366 -2.250 3.188
H -5.221 -2.402 -1.838
H -10.226 -5.686 5.484
H -1.652 5.617 3.463
H -7.778 -2.862 5.464
H -6.274 -6.514 -1.835
H 2.398 -9.082 2.406
H 10.858 7.126 -3.181
H 8.985 6.353 -4.455
H -4.977 -0.244 -5.775
H -4.710 -8.232 -1.628
H -1.135 3.482 -12.136
H -0.519 -9.049 1.600
H 7.027 1.038 -1.211
H -2.131 4.832 -12.013
H 0.214 -7.369 4.794
H 0.424 4.554 -7.274
H 7.225 5.027 -4.935
H -4.277 -4.711 -0.516
H 0.086 3.985 -9.802
H -4.297 0.428 -7.310
H 3.561 -7.135 1.152
H 1.130 -0.115 -1.966
H -0.959 5.717 -7.436
H -1.394 5.003 -9.702
H 2.888 -5.780 2.104
H -2.566 6.880 4.201
H 0.044 -1.558 -0.294
H 1.468 1.511 -1.672
H -6.065 -7.905 0.244
H -0.763 6.826 -0.610
H -5.010 2.092 -4.841
H 9.734 4.742 -1.960
H -10.019 -3.198 5.044
H 5.027 1.483 0.424
H 0.550 6.253 -6.947
H -0.232 7.327 2.577
H -1.672 0.175 -7.021
H -0.203 1.009 -2.107
H 7.700 -0.350 -0.415
H 4.040 -2.897 7.060
H -3.370 2.694 -4.734
H -1.909 0.355 1.888
H 4.002 -3.718 10.616
H 0.639 6.772 0.411
H -1.366 -0.653 -0.275
H -12.369 -6.617 5.855
H 5.999 -0.145 -0.553
H 5.571 4.621 -4.493
H -12.368 -6.371 7.580
H -4.882 -2.497 -6.668
H 2.304 -6.056 0.486
H 1.653 -0.136 6.113
H -1.202 -3.063 1.730
H 0.317 7.533 -10.188
H -10.088 -5.377 7.282
H -13.731 -5.711 6.607
H -0.941 4.880 -13.282
H -3.423 -3.215 -6.770
H 8.744 4.230 -3.260
H 4.590 -0.815 8.512
H -2.269 -0.649 -8.390
H -3.442 5.626 3.232
H 8.142 2.162 2.391
H -0.375 -7.056 3.373
H -5.341 -2.583 -0.015
H 5.264 -2.715 9.972
H -4.131 2.591 -6.307
H 10.686 2.405 1.029
H -3.634 -7.302 -0.894
H 1.505 5.564 -9.267
```

Properties
Kohn-Sham gap, eV: 9.23
Energy above the lowest of the compared OMol25 structures with the same formula, charge and spin, kJ/mol: 568.9
Lowest unoccupied orbital energy, eV: 0.20
SMILES: COC[C@H](C)N.COC[C@H](C)N.COC[C@H](C)N.COC[C@H](C)N.COC[C@H](C)N.COC[C@H](C)N.COC[C@H](C)N.COC[C@H](C)N.COC[C@H](C)N.COC[C@H](C)N
E, Ha: -2889.594506

Atom charges from the Löwdin analysis, given in e for atoms 1 to 5: -0.170, -0.196, -0.198, -0.223, -0.196